Molecular formula: C10H31N9O6Zn
Method: DFT, ωB97M-V/def2-TZVPD

Last column: Löwdin charge in e.
CARTESIAN COORDINATES (ANGSTROEM)
Zn (-0.2823, 0.4656, -0.3045)  0.65
C (0.1610, 2.7795, -2.3873)  -0.72
O (0.2492, 1.7069, -1.7482)  0.00
N (1.2006, 3.2304, -3.0087)  0.22
N (-0.8626, 3.4247, -2.6528)  0.23
H (2.0473, 2.6799, -2.9981)  0.15
H (0.9251, 4.0728, -3.4930)  0.13
H (-1.7272, 3.3207, -2.1412)  0.14
H (-0.7476, 4.2771, -3.1823)  0.14
C (-1.2695, -1.7539, 1.9259)  -0.69
O (-0.9100, -0.8737, 1.0979)  -0.03
N (-2.0827, -2.6827, 1.6771)  0.22
N (-0.7172, -1.8915, 3.0900)  0.21
H (-2.5466, -2.8217, 0.7908)  0.14
H (-2.2419, -3.2720, 2.4818)  0.13
H (-1.2573, -2.5624, 3.6175)  0.12
H (0.0765, -1.4010, 3.4768)  0.14
C (0.6756, -2.6132, -1.5939)  -0.58
O (0.4506, -1.3760, -1.2558)  -0.04
N (1.8370, -3.2957, -1.3534)  0.18
N (-0.1607, -3.4075, -2.1828)  0.19
H (2.5876, -2.8105, -0.8830)  0.10
H (2.0393, -4.1286, -1.8876)  0.12
H (0.2978, -4.2953, -2.3297)  0.12
H (-0.8708, -3.0498, -2.8056)  0.13
C (-3.2163, -0.0787, -1.6732)  -0.67
O (-2.0779, 0.1915, -1.1892)  -0.02
N (-4.0591, 0.7389, -2.1861)  0.21
N (-3.6706, -1.2729, -1.8179)  0.20
H (-4.9791, 0.4908, -2.5212)  0.14
H (-3.8880, 1.7342, -2.1727)  0.13
H (-3.1255, -2.0877, -1.5751)  0.12
H (-4.6351, -1.4949, -2.0191)  0.14
C (4.7848, -2.2611, 1.4859)  -0.06
O (4.2491, -0.9939, 1.0317)  -0.19
C (2.8932, -0.6866, 1.3307)  -0.24
C (2.6387, 0.6615, 0.8236)  -0.17
N (1.2436, 0.9645, 1.1309)  -0.08
C (1.0793, 2.4376, 1.2487)  -0.14
C (-0.4125, 2.8876, 1.3711)  -0.17
O (-1.2814, 1.9313, 0.7806)  -0.27
C (-2.5002, 1.8676, 1.5031)  -0.06
H (4.4991, -2.4685, 2.5171)  0.09
H (5.8735, -2.2520, 1.4336)  0.10
H (4.3852, -3.0838, 0.8929)  0.07
H (3.0106, -0.6790, 2.4144)  0.13
H (2.1679, -1.4622, 1.0845)  0.12
H (2.5088, 0.5373, -0.2515)  0.13
H (3.3443, 1.4048, 1.1946)  0.15
H (1.1848, 0.7952, 2.1249)  0.12
H (1.5703, 2.9987, 0.4536)  0.12
H (1.4344, 2.7926, 2.2162)  0.13
H (-0.6377, 3.8888, 1.0037)  0.13
H (-0.7341, 3.2139, 2.3602)  0.12
H (-3.1171, 1.0734, 1.0827)  0.09
H (-3.0937, 2.7768, 1.4063)  0.10
H (-2.3104, 1.7126, 2.5652)  0.11

Total energy: -3122.77756 a.u.
Gap between HOMO and LUMO: 9.8295 eV
LUMO level: -4.58 eV
Net charge: +2
HOMO energy: -0.530 hartree
Multiplicity: 1